No. 1
90
Properties=species:S:1:pos:R:3:lowdin_charge:R:1 method="wB97M-V/def2-TZVPD" e_homo_ev=-9.51 homo_lumo_gap_ev=8.409
O 0.9954 0.5972 1.2610 -0.05
O -0.7959 0.9448 -1.7803 -0.03
O -0.6886 -1.8747 -0.8706 -0.04
O 0.9800 -2.0092 1.4775 -0.05
O -2.3815 0.8863 1.2014 -0.06
O -0.1128 2.8460 0.1957 -0.11
O 3.0529 0.6037 -0.5755 -0.07
O 1.2600 -2.2564 -2.6165 -0.08
O 0.7332 0.7692 -4.0457 -0.09
O 2.5179 1.7549 3.2950 -0.03
O -3.6396 -2.6256 -0.6042 -0.06
O 2.9659 -3.4902 0.1328 -0.06
O 0.5352 -0.7264 4.5430 -0.05
O 3.6121 -0.7361 -2.8519 -0.07
O -1.7901 -2.2552 3.7542 -0.03
O -4.0255 -1.2669 2.2636 -0.05
O 2.1920 4.3693 0.1663 -0.07
O -1.2396 -4.7231 -0.6065 -0.06
O -2.3252 -0.4316 -4.3189 -0.03
O -4.5973 1.8383 0.2993 -0.12
O 4.7532 -1.4456 0.5958 -0.04
O 0.0357 -4.2779 2.6462 -0.02
O -1.7075 4.4283 1.9578 -0.07
O -5.1971 -0.4480 -0.6867 -0.02
O -1.1272 -3.4193 -3.9488 -0.06
O -2.5431 2.5417 4.0625 -0.07
O 1.2538 -4.9121 -1.9717 -0.06
O 3.4794 -1.6997 3.9463 -0.03
O 4.5051 3.4536 -0.7130 -0.07
O -0.1492 1.7734 5.5774 -0.03
H 0.6527 -0.2670 1.4433 0.01
H 1.5198 0.6720 2.0641 0.03
H -0.1217 0.9673 -2.4669 0.01
H -0.7633 0.0473 -1.4676 0.01
H -0.3224 -1.8372 0.0022 0.01
H 0.0301 -1.8433 -1.5057 -0.01
H 1.6284 -2.4308 0.9143 0.02
H 0.6263 -2.7801 1.9592 0.02
H -2.3408 1.1093 2.1446 0.05
H -1.4869 0.9121 0.7950 0.04
H 0.3605 2.1615 0.7699 0.04
H -0.2956 2.2784 -0.6045 0.05
H 3.5933 1.4350 -0.4668 0.07
H 2.2452 0.6236 -0.0409 0.02
H 2.0894 -1.7556 -2.8173 0.03
H 1.4879 -3.1805 -2.3918 0.01
H 1.4917 1.3875 -4.3339 0.11
H 0.9197 -0.0002 -4.6733 0.09
H 3.2782 1.8611 2.7140 0.06
H 2.1650 2.6228 3.5395 0.06
H -3.2982 -2.8534 0.2411 -0.01
H -4.2364 -1.8718 -0.3871 -0.01
H 3.3084 -3.7918 1.0081 0.09
H 3.2766 -4.1923 -0.4734 0.08
H 1.3776 -1.0769 4.2141 0.02
H -0.2191 -1.0861 4.0575 0.01
H 4.1628 -1.5037 -2.6261 0.06
H 3.5270 -0.2128 -2.0233 0.01
H -1.6652 -3.1932 3.5753 0.02
H -2.7095 -2.1852 3.5270 0.00
H -3.4185 -0.7450 1.7503 -0.01
H -4.2244 -0.7019 3.0354 0.08
H 2.0677 5.1108 0.7993 0.08
H 1.3327 3.8931 0.1686 0.01
H -1.6111 -5.0064 0.2619 0.06
H -1.2204 -3.7474 -0.6304 0.01
H -1.9309 0.0625 -3.6596 -0.05
H -2.1338 -1.3770 -4.1497 0.02
H -3.7077 2.0865 0.6872 0.02
H -4.5037 0.9926 -0.1552 -0.04
H 4.0607 -0.8382 0.3581 -0.02
H 4.3777 -2.2800 0.3502 -0.04
H -0.7945 -4.6618 2.3365 0.06
H 0.4242 -5.0833 2.9837 0.08
H -2.2965 4.7718 1.2538 0.07
H -1.1771 3.8059 1.4387 -0.01
H -6.0812 -0.4639 -0.3399 0.09
H -5.1884 -0.6975 -1.6085 0.09
H -0.3893 -2.9142 -3.6476 -0.03
H -0.7452 -4.0624 -4.6237 0.09
H -2.2863 3.3572 3.6252 -0.01
H -2.0366 2.6347 4.8852 0.02
H 1.8535 -5.5213 -1.4881 0.07
H 0.4121 -4.8473 -1.4939 0.01
H 4.4073 -1.4472 4.1597 0.08
H 3.4930 -2.3037 3.2321 -0.01
H 3.6037 3.7969 -0.5705 -0.02
H 5.1450 3.9184 -0.1800 0.03
H 0.2026 2.5656 5.2739 -0.01
H 0.2473 0.9815 5.2180 -0.01



No. 2
11
Properties=species:S:1:pos:R:3:nbo_charge:R:1 method="wB97M-V/def2-TZVPD" e_homo_ev=-8.58 homo_lumo_gap_ev=8.771
C 0.6339 -0.4323 0.1016 -0.30
C 0.1631 -0.8717 1.4618 -0.60
C -0.2206 0.6247 -0.4788 0.09
H 1.6549 0.0196 0.1840 0.25
H -0.5639 -1.6349 1.4213 0.23
H 1.0656 -1.3625 1.9907 0.26
H -1.2749 2.0328 0.5315 0.43
N -0.5257 1.3207 0.6205 -0.73
S -0.2472 0.6423 2.1523 0.46
S -0.6769 0.9897 -2.0334 -0.10
Cl 0.8309 -1.7845 -0.9931 0.00



No. 3
16
Properties=species:S:1:pos:R:3:nbo_charge:R:1 method="wB97M-V/def2-TZVPD" spin_multiplicity=2 total_charge=-1 e_homo_ev="0.95 / -5.58" homo_lumo_gap_ev="3.082 / 9.461"
C -0.2869 -0.2232 2.2074 -0.66
C -0.2730 -0.8386 0.7363 -0.30
N -1.1353 -0.1678 -0.3205 -0.70
C -0.6520 1.1560 -0.8540 0.28
N -1.2049 1.8145 -1.8568 -0.75
H 0.1424 -1.0163 2.8493 0.21
H -1.4580 -0.2851 2.4736 0.17
H -0.0185 0.9035 2.4476 0.21
H 0.7299 -0.8892 0.4345 0.24
H -0.7818 -1.8338 0.9256 0.17
H -1.8232 -0.9242 -0.4714 0.42
H 0.4068 1.5256 -0.3129 0.18
H -0.4175 2.3339 -2.2144 0.34
H 3.3510 -1.0248 0.2473 0.34
H 2.7458 -1.6827 -1.0669 0.39
O 2.5970 -1.1499 -0.3262 -1.53



No. 4
20
Properties=species:S:1:pos:R:3:nbo_charge:R:1 method="wB97M-V/def2-TZVPD" e_homo_ev=-8.58 homo_lumo_gap_ev=9.514
C -1.5897 0.0393 1.3423 -0.41
C -2.0897 -0.3203 -0.0164 -0.60
C -2.0975 -0.9045 2.4523 -0.61
H -1.9128 1.0288 1.5846 0.20
H -0.4967 -0.0342 1.4640 0.20
H -1.5982 -1.1005 -0.4670 0.21
H -3.2009 -0.4377 -0.0553 0.21
H -2.2134 -1.8782 2.1324 0.20
H -3.0748 -0.7403 2.7048 0.20
H -1.8350 0.5284 -0.8132 0.19
H -1.3822 -1.1238 3.2416 0.21
C 1.6274 0.2771 -2.6151 -0.73
C 3.2395 0.8115 -0.3715 -0.74
S 3.0861 -0.4932 -1.6668 0.14
H 1.9781 0.8847 -3.3784 0.22
H 1.1793 -0.4126 -3.2920 0.23
H 0.7006 0.5113 -1.8397 0.23
H 4.0304 0.7809 0.3981 0.24
H 2.2508 0.8322 0.0912 0.21
H 3.3988 1.7510 -0.8959 0.21



No. 5
42
Properties=species:S:1:pos:R:3:nbo_charge:R:1 method="wB97M-V/def2-TZVPD" e_homo_ev=-8.54 homo_lumo_gap_ev=9.278
C 4.4355 -2.2381 -0.7678 -0.65
C 5.5585 -1.4169 -0.1396 -0.05
O 5.4191 -0.0289 -0.3721 -0.55
C 4.6103 0.6540 0.5607 -0.06
C 4.0894 1.9267 -0.1046 -0.42
H 4.8907 2.3284 -0.7243 0.22
C 2.8665 1.6372 -0.9794 -0.23
N 1.6667 1.4753 -0.1873 -0.62
C 1.0767 0.2850 0.0630 0.69
O 1.4651 -0.7629 -0.4085 -0.64
C -0.1235 0.3921 0.9924 -0.50
C -0.8940 -0.9231 1.0576 -0.42
C -2.1141 -0.8055 1.9722 -0.06
H -1.7973 -0.5056 2.9759 0.19
O -3.0039 0.2153 1.5711 -0.50
C -3.8106 0.0292 0.4868 0.30
C -4.5527 1.1471 0.1011 -0.26
C -5.4176 1.0786 -0.9706 -0.19
C -5.5593 -0.1044 -1.6792 -0.25
C -4.8286 -1.2137 -1.2980 -0.20
C -3.9560 -1.1571 -0.2234 -0.27
H -3.4033 -2.0431 0.0469 0.21
H -4.9316 -2.1417 -1.8411 0.21
H -6.2337 -0.1589 -2.5200 0.21
H -5.9837 1.9529 -1.2564 0.21
H -4.4328 2.0589 0.6656 0.22
H -2.6326 -1.7687 2.0501 0.18
H -0.2425 -1.7141 1.4304 0.23
H -1.2040 -1.1950 0.0477 0.22
H 0.2338 0.6662 1.9892 0.22
H -0.7844 1.1875 0.6411 0.23
H 1.3201 2.2964 0.2835 0.39
H 3.0221 0.7068 -1.5283 0.24
H 2.7082 2.4529 -1.6911 0.20
H 3.8317 2.6665 0.6560 0.20
H 3.7675 0.0304 0.8821 0.17
H 5.2107 0.9037 1.4515 0.17
H 6.5167 -1.6893 -0.5931 0.18
H 5.6206 -1.6130 0.9401 0.16
H 4.5571 -3.2866 -0.5096 0.21
H 4.4656 -2.1351 -1.8494 0.21
H 3.4602 -1.9013 -0.4246 0.24



No. 6
7
Properties=species:S:1:pos:R:3:nbo_charge:R:1 method="wB97M-V/def2-TZVPD" e_homo_ev="-8.79 / -8.80" homo_lumo_gap_ev="5.039 / 5.036"
C 0.7931 -0.1059 -0.8211 -0.73
S -0.4247 -1.4409 -0.7422 0.12
S -2.3866 0.5886 1.4199 0.04
Cl -0.8238 0.7604 2.6160 -0.11
H 1.6393 -0.5407 -0.5613 0.22
H 0.4834 0.5568 -0.1185 0.24
H 0.7193 0.1816 -1.7928 0.22



Molar mass? In order: 540.5; 153.7; 90.1; 106.2; 265.4; 114.6 g mol⁻¹.
Largest force on an atom? In order: 3.57; 3.57; 3.60; 4.26; 0.67; 4.66 eV/Å.